The following is a DFT calculation (ωB97M-V with the def2-TZVPD basis set) of a 13-piece molecular cluster, C53H140N18O21 overall in a non-equilibrium geometry.

The geometry in ORCA input format:
```
! RIJCOSX wB97M-V def2-TZVPD def2/J DEFGRID3
* xyz 0 1
H 1.165 0.918 -6.655
H 5.246 4.105 2.078
N -1.790 0.190 5.354
H -4.232 1.901 1.101
O 4.131 -2.860 0.404
C -1.790 8.887 -0.574
H 2.420 0.239 -0.820
H 4.595 3.668 0.582
H -5.270 -4.420 -4.806
H -1.881 7.817 -0.764
O 1.267 -8.540 -1.735
H -2.575 1.272 0.781
O -1.502 -7.331 -5.258
N -2.132 -6.888 -7.354
H -4.243 7.782 2.243
H -3.974 9.667 3.334
N 0.851 -7.332 -3.453
C -2.012 -5.735 -0.619
H 2.672 -3.949 -9.774
H -0.430 7.577 2.781
H 2.766 -3.528 1.757
H 5.997 -2.024 -2.147
N -2.654 9.096 4.826
C 0.184 8.365 0.720
H 1.368 9.865 6.897
C -3.753 7.714 3.214
C 0.504 -7.987 -2.430
H -5.177 -2.047 -0.987
N 2.597 6.235 -0.948
C 7.361 2.423 1.421
C 1.121 0.566 -4.537
C -0.112 2.566 1.152
O 0.298 1.510 0.300
N 0.648 -1.008 -0.766
H 5.242 0.596 0.587
C 1.802 -0.335 -0.130
H -0.077 -6.749 0.824
H -2.146 -6.816 -0.638
C -3.511 -0.620 -0.785
N -0.616 -2.531 1.191
C 0.112 2.095 -3.109
H -3.836 -7.106 -4.816
H 2.721 -3.351 -6.948
H 0.289 -0.138 -4.508
H 4.337 -3.623 -1.582
O 0.067 -2.104 6.046
H -2.764 9.279 -0.283
N -0.789 -8.312 -2.485
H -9.769 -5.912 0.124
H -3.913 -3.840 -7.189
H 0.555 -5.203 1.160
C -0.043 -5.737 0.421
O 0.192 -3.262 -3.566
H -1.534 -5.454 -1.557
N -1.057 1.905 4.400
O -4.061 -2.758 -5.386
H -8.633 -5.816 -1.320
O 3.560 5.149 1.484
H -2.014 -0.421 6.126
C 1.377 0.776 0.818
H -0.376 -0.968 7.599
N -1.944 -3.162 2.707
O 4.641 0.276 3.929
H -3.953 -1.983 -7.206
H 1.341 -2.423 -5.483
H 5.480 2.047 4.473
H 2.402 -1.050 0.433
H -2.890 -7.000 -8.013
H 1.547 8.231 6.524
C -3.415 -5.109 -0.820
H 4.687 -1.189 -1.313
C 3.133 -3.045 -9.377
H -1.009 6.809 1.358
H 7.467 0.001 -1.264
N 0.928 6.367 1.951
C 1.090 -1.820 -1.903
H 1.318 -3.757 6.138
H 2.184 1.442 1.125
H -4.323 -6.970 -6.440
H -5.504 -3.651 -2.673
O -0.974 9.262 0.524
C -1.480 1.474 5.505
H 5.618 0.960 -0.993
H -6.178 -5.284 -1.182
H 1.633 -1.290 -2.685
O 2.184 -2.242 -8.621
H 0.489 5.601 2.443
H 0.962 9.075 5.261
C -1.783 10.282 5.242
C -3.635 1.026 0.842
H 2.977 -0.679 -7.051
H -1.270 -6.787 -7.871
H 0.337 4.289 -0.822
H -3.549 -4.429 -4.200
H -0.933 10.346 4.563
H 1.901 -3.946 3.878
C -8.788 -6.141 -0.291
O -8.051 -5.226 0.574
C -6.709 -5.573 0.838
N -4.456 -5.734 -0.045
H -3.285 -4.036 -0.683
C -3.091 9.038 3.447
H -2.138 9.599 7.331
C 1.824 0.506 -5.891
H 0.889 -2.573 3.418
H 0.115 -7.017 -4.068
H -0.829 2.877 4.250
C -0.702 -3.932 -4.309
H -2.316 11.232 5.289
C -0.130 7.304 1.769
C -3.195 5.348 3.055
O -4.205 0.412 -0.225
H 2.468 4.932 3.247
H 2.590 1.281 -5.924
H -0.398 -4.784 -4.918
H -1.408 -4.445 -3.656
C -4.549 -1.400 -1.600
H -2.238 9.181 2.784
H 1.233 -1.825 7.720
H 1.098 0.283 1.749
H 0.432 7.875 -0.222
O -1.375 -5.179 0.468
H 0.917 2.297 -2.401
H 1.919 7.386 3.475
H -0.019 -1.869 0.715
C 5.723 0.985 4.498
H 3.971 -4.774 1.222
H 8.096 1.626 1.533
C -0.258 -2.436 -2.483
H -0.480 -2.614 8.005
H -1.779 -0.252 4.445
H -1.254 -3.204 -4.902
H 2.637 7.527 1.894
H -0.530 1.257 -2.841
H -1.451 -7.853 -3.093
C 4.904 -3.212 -0.747
C 1.748 5.529 -1.585
H 5.060 -1.462 5.128
H 0.520 -5.581 -0.499
H 1.679 -2.673 -1.565
H -2.577 -3.197 3.493
C 3.038 5.700 2.724
H -0.676 -3.468 0.817
H -2.952 -1.180 -0.035
H 1.910 0.333 -3.822
H -2.458 4.586 2.801
C -2.287 -7.148 -6.135
H 3.798 3.122 2.072
N -3.870 -2.356 -2.582
C 1.492 -2.996 4.222
H -2.710 -0.323 -1.461
H 3.964 -2.775 3.090
H -5.635 -2.253 -3.728
H -1.690 -4.051 2.299
C 0.657 -3.262 5.427
H -0.151 -3.923 5.110
O 0.748 1.865 -4.265
H -5.381 -2.847 -6.812
H -0.361 2.180 2.141
O 1.487 5.418 -2.785
C 4.810 -1.120 4.124
H -3.202 -1.922 -3.203
O 6.580 2.256 0.210
H 3.595 -2.510 -10.208
H -4.561 7.627 3.940
H 6.835 2.502 2.372
C 2.136 6.828 2.564
C 3.357 -3.922 0.930
C 6.099 0.897 -0.017
H 2.701 6.306 0.054
H -2.186 8.219 5.005
H 6.658 0.690 4.023
H -5.307 -0.738 -2.018
H -6.527 -6.567 1.248
H 5.706 -1.438 3.592
C 5.517 -1.882 -1.179
H 1.004 8.944 1.144
H 4.007 -3.301 -8.777
N 2.681 -2.173 4.607
H 3.248 6.739 -1.533
H -1.490 9.303 -1.536
C 0.869 9.067 6.347
H 3.141 -1.266 2.769
H 1.285 5.321 0.255
H 6.003 -1.682 0.648
C 0.170 -1.905 7.493
H -5.652 -4.030 -0.036
H -1.192 -9.013 -1.879
H -0.963 3.130 0.769
H 5.629 -3.979 -0.472
N 6.508 -1.598 -0.223
H 2.546 -4.215 0.263
C -1.336 9.973 6.695
H 0.703 3.244 1.407
O -1.719 2.095 6.550
C 4.285 3.966 1.583
H -4.038 5.314 2.365
H 5.826 0.721 5.550
H 2.291 -1.324 4.990
H -8.611 -7.205 -0.130
H 7.808 -0.145 0.486
H -0.723 -1.574 -2.960
H -0.173 -0.506 -1.072
O -1.420 -1.024 2.707
C 1.840 -2.875 -7.380
H -3.733 0.455 1.765
N 2.451 -0.791 -6.196
H -4.609 -6.676 -0.376
H 1.104 -3.674 -7.470
H 1.811 -7.373 -3.762
N -3.558 -7.003 -5.782
H -0.376 3.064 -3.212
O -0.468 8.854 6.796
H -3.575 5.036 4.028
H -1.052 10.933 7.126
N 1.118 4.906 -0.651
C 7.042 -0.222 -0.285
C -5.762 -5.104 -0.190
C 3.600 -1.860 3.559
C -1.327 -2.128 2.208
H 0.468 -1.378 -6.605
O -2.758 6.696 3.155
H 3.889 5.940 3.360
C -4.294 -2.915 -6.756
C 1.437 -1.829 -6.392
H -6.483 -5.003 1.739
H -3.612 -5.148 -1.892
H -0.750 1.214 3.731
H 7.988 3.305 1.289
H -0.745 -2.939 -1.648
C -4.402 -3.828 -4.516
C -4.940 -2.998 -3.340
*
```

The value obtained for the LUMO energy is -0.26 eV. As for the total energy: -127037.2240 eV. Its energy relative to the best compared isomer or geometry (same formula, charge and spin) is 5.5812 eV. The calculation puts the gap between HOMO and LUMO at 8.153 eV. The calculation puts the highest occupied orbital energy at -0.3093 Eh.